1.
Below is a molecular structure, C35H43BrCa2F2N3NaO24S5 in a non-equilibrium geometry, with properties calculated with ωB97M-V/def2-TZVPD.

```
116
Properties=species:S:1:pos:R:3:forces:R:3
Br -0.42873 -5.23103 0.03341 0.09 0.26 0.03
Ca -2.27862 5.96035 -1.28783 -1.00 -0.15 -0.79
Ca 4.55847 3.93803 1.30750 -1.36 -0.76 0.58
S -2.40621 -1.63717 0.85087 0.09 -0.12 2.14
S 0.73703 3.34007 4.64907 -0.17 -1.47 0.31
S -1.09564 1.77009 9.28743 -0.08 -0.25 -0.57
S 0.44375 -3.85001 -3.82572 1.00 -0.01 -0.80
S -0.72982 -0.01556 -1.13856 0.54 -0.83 0.99
Na 6.11869 3.37518 -7.80885 0.18 0.67 -0.31
F -1.07735 0.84333 -2.38389 -0.46 -0.14 -0.07
F -4.68549 -3.52531 -4.19905 -0.81 -0.24 0.24
O 4.62598 -2.88221 2.87330 -0.18 0.09 -0.07
O -1.98860 -3.18810 0.88457 -0.20 0.87 -1.17
O 1.50274 4.57190 4.24858 0.80 0.44 -0.83
O 1.12145 2.93506 5.99648 0.18 0.14 -0.12
O 1.06285 2.26878 3.66194 0.09 0.29 -0.38
O -1.31577 3.13234 8.98829 0.08 0.40 0.14
O 5.70597 1.51401 -7.52294 -0.22 -0.63 0.65
O 4.30044 -0.33631 -8.99550 0.32 0.53 -0.19
O -0.71059 3.65554 4.59379 0.03 -0.43 -0.49
O -3.91553 2.35025 -4.01707 0.37 0.37 0.74
O -2.52382 1.06561 9.52837 0.22 -0.35 0.02
O -3.75500 -1.57878 1.23998 -2.21 -0.51 -0.73
O -1.57641 -0.95255 1.75620 2.10 0.67 -0.01
O -0.71293 1.00850 7.93986 -0.27 0.17 0.10
O -0.21873 1.35786 10.31935 0.07 0.06 0.37
O -0.41594 0.85887 -0.08302 -0.53 1.38 0.64
O 2.81732 2.86420 0.36399 0.76 0.51 0.67
O 2.99083 -2.67728 -5.18009 -0.20 -0.32 0.18
O 4.58156 -0.66623 2.48845 0.21 0.34 -0.13
O -2.75525 -2.83867 -4.86188 2.72 -0.21 -2.68
O 0.31577 -0.87578 -1.49696 0.71 -1.50 -1.13
O 4.12885 -0.61719 -3.65365 -0.27 -0.32 0.43
O 2.41219 2.13745 -1.69276 -0.94 1.89 -3.30
O 2.79370 -1.94192 2.01978 0.13 -0.04 0.02
N -1.83095 -4.50116 -2.49109 -2.09 0.17 0.92
N -0.40379 7.07606 2.25994 -0.22 0.17 -0.42
N 5.85111 -7.31148 -6.22366 0.08 -0.07 0.01
C 2.58882 -3.35637 1.92676 -0.18 -0.24 -0.09
C -0.84868 -4.28870 -3.12738 1.75 0.68 -0.79
C 2.89908 0.39553 -0.25030 -0.35 0.61 0.86
C -3.74855 -5.20121 -0.41880 -0.34 5.34 -2.37
C 0.61287 3.87455 -0.08159 -0.06 0.66 -1.21
C -1.63375 -0.05064 7.68785 0.06 -0.43 0.10
C -2.27039 -3.50802 -1.51038 -0.74 -1.01 0.30
C -0.76872 6.26026 4.69852 -0.32 0.61 0.72
C -1.29098 -3.53654 -0.31720 0.17 -0.60 0.48
C 4.33023 -0.42918 -7.77258 -0.43 -0.73 0.12
C 3.60742 -3.89146 2.90746 -0.06 -0.25 0.08
C 3.55355 -1.72678 -5.73530 0.26 0.43 0.00
C 5.06007 0.59639 -6.90887 -0.23 -0.45 -0.27
C 1.47250 3.15890 0.91614 -0.15 -0.14 0.16
C -3.59211 -2.76417 -4.08257 -1.56 0.35 1.77
C -3.70231 -3.93990 -1.12548 -0.29 -0.20 0.65
C -2.92829 0.40507 8.32304 -0.21 0.28 -0.32
C 2.67345 1.82446 -0.61746 1.03 -2.20 1.23
C -3.44098 0.07737 -0.93997 0.88 0.78 0.76
C -2.90158 3.44381 0.95403 0.49 -1.03 -0.83
C -3.62513 -6.24949 0.02681 0.76 -5.17 2.28
C -2.36722 -2.06264 -2.02197 0.04 1.16 -0.27
C -3.08857 2.57031 -0.31682 -0.06 0.79 0.58
C 4.94153 0.42511 -5.55435 0.18 0.33 0.27
C -2.27802 -0.96795 -0.85873 -0.85 0.21 -1.37
C -3.58646 -1.82087 -2.92229 -0.57 0.01 0.22
C -0.57440 6.71431 3.33973 0.09 -0.05 0.38
C 4.91517 -6.65127 -6.15914 -0.09 0.01 -0.01
C -1.43938 3.41066 1.35869 -0.37 1.05 0.88
C 4.05071 -1.73082 2.46321 -0.08 -0.14 0.09
C 3.72907 -5.81469 -6.07745 -0.28 0.31 0.01
C -0.60910 4.43938 0.60024 0.69 -0.82 1.01
C -3.37063 1.14695 0.18653 -0.08 0.70 -1.11
C 3.67529 -1.52416 -7.11676 -0.03 -0.13 -0.22
C 4.20295 -0.62849 -4.87087 0.44 0.67 -0.46
H -1.73149 -0.21833 6.61858 0.16 0.22 -0.06
H -3.24534 4.49317 0.81783 -0.11 0.00 0.21
H -3.41196 0.60421 -1.90504 -0.10 -0.32 0.09
H -4.34733 1.21687 0.64224 -0.18 -0.27 0.41
H -0.78001 7.09984 5.39458 0.00 0.28 -0.21
H 0.03445 5.57607 4.98737 -0.15 0.43 -0.30
H -4.52322 -1.84146 -2.38903 -0.25 -0.20 0.11
H 3.23961 -2.24621 -7.79758 -0.10 -0.04 0.10
H 3.14137 -5.86938 -6.99218 0.11 -0.09 -0.08
H -3.47522 2.97369 1.74346 -0.46 0.46 0.26
H -1.54309 -1.79628 -2.67620 0.53 -0.62 -0.04
H -1.00181 2.42543 1.30021 -0.23 -0.21 -0.17
H -3.89112 2.95731 -0.94590 -0.11 -0.32 -0.26
H 3.98623 -4.76773 -5.91670 0.04 0.00 0.04
H -0.48010 -2.82760 -0.42271 0.32 -0.02 -0.44
H 2.34539 0.16345 0.65172 0.12 -0.21 0.34
H -1.70915 5.72156 4.80100 0.12 -0.02 -0.14
H 2.52820 -0.18560 -1.07520 0.04 -0.20 -0.31
H 2.78389 -3.67462 0.90133 0.05 0.03 -0.01
H -3.11119 2.13748 -4.50657 -0.01 0.05 -0.08
H -3.53749 -0.84569 -3.39624 0.19 0.29 0.01
H -0.27736 5.18886 1.29724 -0.10 0.53 0.12
H -4.28602 -4.10888 -2.01623 0.03 0.22 -0.49
H 1.21014 4.68282 -0.51565 0.03 0.14 -0.11
H -3.59866 -0.42012 8.54703 0.04 0.03 0.26
H -3.44424 1.13229 7.69242 0.01 -0.03 -0.05
H 0.30482 3.23523 -0.90177 0.17 -0.32 -0.12
H -1.25405 -0.95754 8.16546 -0.05 -0.02 -0.01
H 3.21618 -3.96156 3.92328 -0.01 0.08 0.00
H 1.06352 2.18989 1.15024 -0.11 -0.09 0.67
H -1.28689 4.96275 -0.08942 0.76 -0.66 0.36
H -4.37216 -0.44068 -0.81739 -0.30 -0.35 -0.20
H -2.61843 0.95394 0.94044 -0.13 -0.30 0.23
H -3.31403 -7.17247 0.40313 -0.17 -0.78 0.39
H -1.37644 3.68627 2.40736 0.20 -0.10 0.42
H -4.22350 -3.17946 -0.55514 -0.02 0.23 0.19
H 5.42985 1.12713 -4.88090 0.02 0.02 -0.06
H 3.08405 -6.11972 -5.25541 0.10 -0.09 0.07
H 4.00890 -4.85788 2.61564 0.21 0.10 -0.04
H 1.60411 3.76229 1.81841 0.07 -0.29 0.35
H -2.15054 2.62963 -0.87460 -0.06 -0.17 -0.36
H 1.56780 -3.61904 2.18917 -0.06 0.22 0.03
H 3.95139 0.19365 -0.10968 0.33 -0.04 0.22
```
Positions in Å, forces in eV/Å.

Calculated values
* orbital gap: 0.0497 Ha
* spin multiplicity: 1
* HOMO level: -5.7 eV

2.
Below is a molecular structure, C35H43ClI3IrO4PS4 in a non-equilibrium geometry, with properties calculated with ωB97M-V/def2-TZVPD.

```
92
Properties=species:S:1:pos:R:3:forces:R:3
Ir -0.15237 1.17316 1.38484 -1.71 1.97 -1.84
I 0.54829 -0.73958 6.37350 -0.85 0.01 -1.32
I -0.92160 -0.36574 3.51984 1.68 0.15 0.31
I -3.99197 9.06782 3.05349 0.07 -0.42 0.00
Cl 4.50272 -0.39067 5.92864 0.25 -0.20 0.36
S -2.43521 3.44522 -2.91584 0.35 0.09 0.22
S -4.21324 1.35899 -1.83475 0.07 -0.17 0.31
S -0.39668 3.06278 -0.78855 0.17 -0.99 1.01
S -2.49283 0.79550 0.48785 -0.06 -0.29 0.36
P 0.43907 -1.27217 -1.07153 -0.64 -0.11 -1.21
O -4.64418 2.63427 -4.09129 -0.12 0.06 -0.16
O 0.66499 -0.56206 0.24154 0.16 0.71 1.33
O -0.85868 2.91971 2.23130 1.56 -0.89 -1.15
O -2.31237 2.21287 3.77587 -0.14 0.34 -0.14
C 2.35752 1.61099 2.50778 1.02 -0.33 0.82
C -1.89993 2.65622 -1.43400 0.45 0.51 -0.47
C -2.57697 6.60677 1.97298 -0.04 0.16 -0.05
C -1.52628 -3.01102 -2.29859 0.04 -0.20 -0.14
C -0.37002 -0.04722 -3.63156 -0.08 -0.31 0.02
C -2.36964 -4.19197 -1.81016 -0.16 0.12 -0.13
C 1.69803 -2.62502 -1.37254 -0.47 0.34 -0.18
C 1.70406 2.24906 1.39093 -0.82 -0.47 0.15
C 2.54478 -0.13132 -3.82203 -0.03 0.25 -0.10
C 3.04309 -3.77994 1.03812 -0.17 0.24 0.13
C 0.46423 0.08216 -2.36223 -0.05 -0.31 0.46
C -3.32821 7.05862 3.04480 -0.11 0.47 -0.02
C 3.93168 -0.04802 3.32736 0.01 -0.01 0.36
C -3.60851 -3.67357 -1.08638 0.03 -0.16 0.04
C -1.81670 3.06959 3.06188 -1.22 0.03 1.12
C 3.28695 0.57445 2.28619 -0.44 0.48 -0.01
C 2.14646 2.02674 3.84175 0.03 0.00 -0.55
C 3.38189 -2.38723 0.52495 0.11 -0.15 -0.04
C -3.12373 4.94213 4.13635 0.13 -0.07 -0.14
C 0.32868 -0.84016 -4.72766 -0.08 0.31 -0.11
C -2.08042 5.31755 1.99872 -0.02 -0.01 0.18
C -3.61567 6.23612 4.12135 -0.06 0.09 0.06
C 3.12860 -2.24832 -0.97490 0.04 0.31 0.16
C 3.69479 0.37760 4.63059 -0.29 0.38 -0.50
C -2.34193 4.48620 3.08215 0.14 -0.12 -0.20
C 1.66067 -0.18089 -5.06333 0.08 -0.36 0.09
C -3.92160 2.51000 -3.15350 0.13 -0.06 0.23
C -3.22894 -2.83582 0.14864 0.07 -0.04 -0.03
C 1.57686 -4.05129 0.73619 0.17 -0.21 -0.06
C 1.85409 0.62802 -2.69215 0.19 -0.17 0.17
C -1.28045 -1.98488 -1.17618 0.59 0.34 0.18
C 2.81509 1.42965 4.88399 0.24 -0.27 0.08
C -2.74968 1.69236 -0.92197 -0.07 -0.53 0.46
C 1.34917 -3.98793 -0.76961 -0.26 -0.02 0.22
C -1.73477 -2.51726 0.18115 -0.16 0.22 0.22
H -1.47588 4.94916 1.18387 0.02 -0.02 -0.06
H 2.00676 -4.72422 -1.24384 -0.05 -0.02 -0.06
H 1.47846 0.83186 -5.42789 0.01 0.07 -0.07
H 2.76979 -1.15168 -3.50985 0.11 -0.07 0.01
H 2.47068 0.63025 -1.78982 0.05 0.12 0.00
H 3.66640 -4.53871 0.55829 0.07 -0.04 -0.02
H -1.35109 -0.46954 -3.41566 -0.10 0.04 0.01
H 2.75206 -1.67647 1.06020 0.06 0.03 0.01
H 3.35390 -1.22507 -1.27832 0.11 -0.04 -0.09
H 2.19192 2.09459 0.43118 -0.04 -0.12 -0.04
H 1.28563 -5.03555 1.10872 -0.09 0.03 0.01
H -1.17704 -3.40865 0.45973 0.13 -0.04 0.05
H -3.33082 4.28779 4.96909 -0.02 -0.12 0.02
H 1.45532 2.83423 4.03659 -0.10 0.06 0.02
H 2.65019 1.75058 5.90095 0.00 0.03 0.04
H -4.21701 6.60072 4.94119 0.01 0.02 0.05
H -3.48406 -3.36879 1.06571 -0.06 0.05 0.01
H 3.49117 0.35763 -4.06294 0.05 -0.07 0.08
H 1.65881 -2.73489 -2.46419 -0.04 0.09 0.03
H 0.32614 -4.26995 -1.00519 -0.04 -0.07 -0.09
H -2.37516 7.25067 1.12964 0.01 0.06 -0.01
H -4.23648 -4.51275 -0.78786 -0.10 0.02 -0.07
H 4.62192 -0.85704 3.14858 0.12 -0.07 -0.02
H -3.79175 -1.90029 0.14638 0.01 0.00 0.09
H -1.55069 -1.76588 0.95099 0.11 -0.15 0.00
H 2.16529 -0.73669 -5.85416 0.03 0.06 -0.09
H -1.89526 -1.09497 -1.36897 0.11 -0.03 0.00
H -2.66395 -4.79235 -2.67336 0.05 -0.06 0.04
H 3.50511 0.29464 1.26934 0.00 -0.11 -0.17
H -1.80199 -4.84127 -1.13971 0.06 -0.03 -0.06
H -2.07310 -2.53573 -3.11470 0.05 0.05 -0.05
H 1.73830 1.67127 -2.99722 -0.03 0.08 0.03
H -0.02696 0.84369 -1.73920 0.09 -0.26 -0.02
H -0.59284 -3.37663 -2.72585 0.06 -0.02 -0.09
H 4.42833 -2.14863 0.72781 0.00 0.09 0.04
H -0.53509 0.97036 -3.99882 -0.08 0.05 -0.01
H 0.96716 -3.30084 1.24396 -0.08 0.01 0.08
H 0.49668 -1.86766 -4.39515 -0.01 -0.11 -0.06
H -4.18823 -3.06662 -1.78452 -0.06 -0.01 -0.05
H 3.81161 -2.91224 -1.51720 -0.04 0.05 -0.03
H -0.30890 -0.86868 -5.61401 0.00 -0.13 0.02
H 3.22282 -3.82761 2.11255 0.05 -0.05 0.03
H 1.43274 3.28944 1.54962 -0.11 -0.04 0.02
```
Positions in Å, forces in eV/Å.

Calculated values
* orbital gap (spin up / spin down): 0.1571 / 0.1567 Ha
* spin multiplicity: 2
* HOMO level (spin up / spin down): -7.5 / -7.5 eV
* relative energy (zero: lowest compared OMol25 entry of this formula, charge and spin): 79.21 kcal per mole
* expectation value of S²: 0.764